65
Properties=species:S:1:pos:R:3:forces:R:3:nbo_charge:R:1 method="wB97M-V/def2-TZVPD" spin_multiplicity=5 homo_lumo_gap_ev="6.78 / 5.70" charge=-1 e_homo_ev="-4.3 / -4.6" total_energy_ha=-5864.53922
Rh 0.2402 -0.1073 0.0898 -0.326 0.302 -0.333 0.9386
Br 2.9881 -5.1322 -0.5338 -0.008 -0.011 0.000 0.0566
S 0.5010 -0.1717 -2.3358 0.056 0.023 0.016 -0.0173
S 1.6499 2.0896 -0.0656 0.005 -0.109 -0.009 -0.1067
S 3.0480 3.3090 -2.3525 -0.012 0.022 0.034 0.3264
S 2.0591 1.3687 -4.3099 -0.032 -0.018 -0.023 0.3248
P -2.7602 1.3562 0.9428 -0.129 -0.067 0.043 1.8832
O 3.6298 3.3935 -4.9210 -0.011 0.030 -0.025 -0.5830
O -0.0750 -2.5059 1.7928 -0.202 0.048 -0.141 -0.5457
O -1.6316 -3.8333 1.0796 0.092 0.347 -0.026 -0.4882
O -0.9187 -2.2305 -0.1892 0.216 0.187 0.207 -0.5698
N 2.3213 -1.1857 0.3474 -0.106 -0.275 0.287 -0.4566
N -1.3325 0.7465 0.8388 0.243 -0.015 0.138 -1.3816
N -0.8861 -2.8637 0.9135 0.154 -0.524 0.034 0.7123
C -3.7665 1.0814 -0.6312 0.029 0.035 -0.016 -0.3821
C -4.0771 -0.4206 -0.7209 -0.021 -0.035 0.013 -0.6177
C -5.0677 1.8740 -0.7623 -0.031 0.081 -0.008 -0.6128
C -3.6364 0.4958 2.3782 -0.025 -0.016 -0.012 -0.3700
C 2.4160 -2.3654 -0.2614 -0.015 0.059 -0.084 0.0347
C 2.0044 2.0443 -1.7139 0.016 0.042 0.010 -0.4017
C -3.9010 3.8820 1.7954 -0.035 -0.027 0.104 -0.6135
C 2.8710 -3.4923 0.3984 0.051 -0.010 0.024 -0.1156
C 3.1369 -2.1837 2.3588 -0.012 -0.047 -0.046 -0.2394
C 1.5358 1.1218 -2.6459 0.013 -0.014 -0.040 -0.4451
C 2.6812 -1.1014 1.6313 0.080 0.122 -0.119 0.0630
C 3.2251 -3.4158 1.7312 -0.001 0.017 0.018 -0.1774
C -5.1583 0.6381 2.4111 -0.081 -0.055 -0.050 -0.6135
C -3.0680 1.0228 3.7019 0.022 0.098 -0.020 -0.6112
C -2.2489 3.8885 -0.0645 -0.013 0.038 -0.062 -0.6136
C -2.8626 1.4022 -1.8354 -0.002 -0.027 -0.026 -0.6210
C -1.4628 3.4859 2.2242 0.023 -0.101 -0.136 -0.6159
C -3.2524 -0.9944 2.3402 0.067 0.037 0.026 -0.6174
C -2.6327 3.2156 1.2597 0.040 -0.015 0.030 -0.3650
C 3.0321 2.8170 -4.0491 0.034 -0.058 0.033 0.1832
H -3.0784 3.9128 -0.7715 0.095 0.031 0.064 0.1982
H 2.5919 -0.1162 2.0744 -0.036 -0.029 0.024 0.2107
H -5.5833 1.5417 -1.6686 -0.007 0.002 -0.019 0.2064
H -3.4122 2.0291 3.9416 0.047 0.006 -0.007 0.1934
H -2.1685 -1.1066 2.3220 -0.035 -0.001 0.028 0.2539
H -5.5297 0.1729 3.3295 -0.007 -0.004 0.007 0.2055
H -3.2621 0.8918 -2.7149 -0.018 -0.025 -0.023 0.2030
H -1.1691 4.5340 2.1237 -0.008 0.017 0.017 0.1984
H -5.6399 0.1293 1.5743 0.023 0.065 0.104 0.2089
H -5.4842 1.6779 2.4147 -0.016 0.052 0.009 0.2037
H -3.7237 4.9601 1.8594 -0.004 0.019 0.007 0.2051
H 3.3884 -2.0708 3.4038 0.018 -0.004 0.002 0.2201
H -3.4095 0.3609 4.5025 0.008 0.010 0.011 0.2050
H -0.6048 2.8611 1.9722 -0.022 0.036 -0.006 0.2528
H -1.3927 3.3937 -0.5273 -0.007 0.028 0.012 0.2429
H -4.1603 3.5359 2.7976 0.008 0.021 -0.074 0.2057
H -4.4941 -0.6203 -1.7115 0.001 -0.008 -0.024 0.2021
H -4.7628 3.7294 1.1475 -0.019 -0.003 -0.011 0.2104
H -1.7247 3.3186 3.2626 -0.067 -0.105 0.150 0.2032
H -2.8224 2.4640 -2.0662 -0.004 -0.074 -0.017 0.2021
H -1.8478 1.0424 -1.6707 -0.014 -0.004 -0.018 0.2527
H 2.1042 -2.4017 -1.2982 -0.041 -0.025 0.020 0.2273
H 3.5515 -4.2981 2.2638 0.009 -0.005 0.005 0.2251
H -5.7478 1.7239 0.0747 -0.018 -0.001 0.002 0.2085
H -1.9675 4.9238 0.1458 0.000 0.012 0.002 0.2032
H -3.6611 -1.5372 1.4958 0.002 -0.017 -0.025 0.2220
H -3.6321 -1.4661 3.2511 -0.014 -0.003 0.015 0.1966
H -4.8851 2.9451 -0.8704 -0.044 -0.073 0.010 0.2016
H -4.8170 -0.7434 0.0126 0.078 0.013 -0.098 0.1963
H -1.9784 1.0051 3.6908 0.023 0.008 0.006 0.2346
H -3.1732 -1.0235 -0.6068 -0.010 -0.002 -0.013 0.2595